A 3-piece molecular cluster, C15H16F2O overall at a distorted geometry, computed with wB97M-V/def2-TZVPD.

Results
- molecular weight (g/mol) = 250.3
- energy above the lowest of the compared OMol25 structures with the same formula, charge and spin (kcal/mol) = 26.2
- max |F| (Eh/bohr) = 0.0697
- E_tot (eV) = -23295.593
- E_HOMO (eV) = -9.06
- SMILES = Fc1ccccc1.Fc1ccccc1.CC(C)=O
- orbital gap (eV) = 9.702

Element x y z (Å)
F 19.9596 7.7736 7.8427
C 20.3957 7.5816 9.0787
C 20.4660 6.3032 9.6208
C 20.9197 6.1444 10.9402
C 21.3324 7.2506 11.7242
C 21.2946 8.4988 11.1532
C 20.7685 8.7017 9.8582
H 20.1306 5.4959 8.9866
H 20.9752 5.2085 11.4763
H 21.7627 7.2028 12.7136
H 21.7440 9.3003 11.7207
H 20.5303 9.6520 9.4035
F 26.3146 5.5886 3.7496
C 26.2130 5.9120 5.0280
C 26.4506 7.2505 5.5194
C 26.3095 7.5850 6.8351
C 25.6834 6.6329 7.6613
C 25.2380 5.3581 7.1762
C 25.6368 4.9726 5.8976
H 26.9604 7.8727 4.7987
H 26.4929 8.5715 7.2345
H 25.4594 6.7652 8.7095
H 24.6456 4.6732 7.7647
H 25.2354 4.0122 5.6097
C 22.5260 7.3993 1.0664
C 21.6593 6.1413 0.6790
O 20.4435 6.1568 0.7000
C 22.3044 4.8138 0.2983
H 21.8706 8.0204 1.6770
H 22.7834 7.9731 0.1761
H 23.4826 7.1448 1.5228
H 22.8591 4.4017 1.1412
H 23.0280 4.8158 -0.5169
H 21.5518 4.0454 0.1213



C26H22N5O2S2V as an isolated structure at a distorted geometry, computed with wB97M-V/def2-TZVPD.

Results
- molecular weight (g/mol) = 551.6
- energy above the lowest of the compared OMol25 structures with the same formula, charge and spin (kcal/mol) = 0.0
- max |F| (Eh/bohr) = 0.0728
- E_tot (eV) = -86224.448
- charge = -1
- 2S+1 = 4
- E_HOMO (spin up / spin down) (eV) = -3.15 / -4.71
- orbital gap (spin up / spin down) (eV) = 5.823 / 6.944

Element x y z (Å)
V -0.3887 -0.9023 -0.3804
C -3.3343 -4.9107 -3.0657
S -3.8710 -3.5976 -1.8780
C -2.5774 -2.4124 -1.6907
S -0.9302 -2.8535 -1.9676
N -3.1117 -1.2452 -1.2958
N -2.1324 -0.2008 -1.1468
C -2.7290 0.9490 -0.9549
C -2.1443 2.2410 -1.1493
C -2.9858 3.3952 -1.1211
C -2.5117 4.6117 -1.5814
C -1.1508 4.7295 -2.0010
C -0.3672 3.6090 -1.9470
N -0.8649 2.3921 -1.5533
H -4.2594 -5.3508 -3.4986
H -2.7590 -5.6781 -2.5250
H -2.6914 -4.3984 -3.8159
H -3.7927 0.8268 -0.7644
H -4.0517 3.3229 -0.7825
H -3.1479 5.5158 -1.5531
H -0.6620 5.6913 -2.2384
H 0.6832 3.6771 -2.2130
O -1.4744 -2.0688 3.4574
C -1.0485 -2.1491 2.3024
O -1.5823 -1.7837 1.1468
C 0.2929 -2.6109 1.9565
C 0.9687 -3.5035 2.7882
C 2.2384 -3.9474 2.4229
C 2.7512 -3.5294 1.1949
C 2.0068 -2.6762 0.4262
N 0.7997 -2.2092 0.7810
H 0.4857 -3.7644 3.6850
H 2.7068 -4.6369 3.0554
H 3.7799 -3.7447 0.8800
H 2.3639 -2.3022 -0.5406
N 0.9701 0.0490 -1.3566
C 2.1631 0.5208 -0.7800
C 3.3442 0.4415 -1.5581
C 4.4663 1.1166 -1.1839
C 4.5191 1.7011 0.0967
C 3.4068 1.6751 0.9672
C 2.1754 1.1745 0.4877
C 0.8772 1.2930 1.2876
C 0.8824 2.2132 2.3334
C -0.1621 2.2891 3.2424
C -1.2971 1.5204 3.0473
C -1.3985 0.7839 1.8898
C -0.3038 0.5248 1.0633
H -0.1058 1.5788 -1.5907
H 1.1937 -0.2240 -2.3139
H 3.2868 -0.0144 -2.5684
H 5.3235 1.2216 -1.8507
H 5.4472 2.1771 0.4566
H 3.5036 1.9715 1.9920
H 1.7247 2.8560 2.4159
H -0.0331 2.8843 4.1316
H -2.1242 1.4221 3.7070
H -2.3675 0.3386 1.6519



A 6-piece molecular cluster, C35H42BINO2P overall at a distorted geometry, computed with wB97M-V/def2-TZVPD.

Results
- molecular weight (g/mol) = 677.4
- energy above the lowest of the compared OMol25 structures with the same formula, charge and spin (kcal/mol) = 3.0
- max |F| (Eh/bohr) = 0.0273
- E_tot (eV) = -60626.072
- E_HOMO (eV) = -8.67
- SMILES = CC(=O)OCCCB(I)[PH2]=N.c1ccccc1.c1ccccc1.c1ccccc1.c1ccccc1.c1ccccc1
- orbital gap (eV) = 7.901

Element x y z (Å)
C 3.0371 -0.4039 -3.3484
C 3.4826 0.7124 -2.4443
O 4.2112 0.5392 -1.4879
O 2.9863 1.9575 -2.6961
C 2.9886 2.3749 -4.0663
C 1.6731 2.1459 -4.8260
C 0.4335 2.1100 -3.9322
B -0.6928 1.0846 -4.2362
I -0.6334 -0.4585 -5.6916
P -2.3182 1.1166 -3.1603
N -2.7472 -0.2943 -2.5715
H 3.6680 -0.4430 -4.2317
H 3.1455 -1.3315 -2.8050
H 2.0175 -0.2768 -3.6874
H 3.2306 3.4299 -4.0481
H 3.8005 1.8748 -4.5863
H 1.5673 2.9762 -5.5178
H 1.7646 1.2611 -5.4451
H 0.6921 1.9822 -2.8799
H -0.0626 3.0840 -3.9675
H -3.2607 1.7617 -3.9912
H -2.0225 2.0426 -2.1340
H -3.6660 -0.5309 -2.9228
C -7.5104 -3.4692 -0.6663
C -6.7852 -3.1329 0.4683
C -5.5272 -2.5595 0.3435
C -4.9923 -2.3178 -0.9146
C -5.7191 -2.6565 -2.0479
C -6.9768 -3.2314 -1.9250
H -8.4907 -3.9178 -0.5698
H -7.2010 -3.3177 1.4506
H -4.9593 -2.3005 1.2283
H -4.0124 -1.8697 -1.0129
H -5.3015 -2.4765 -3.0311
H -7.5400 -3.4978 -2.8103
C -1.8430 -2.8882 2.6286
C -1.3232 -2.1350 3.6720
C -1.8451 -2.2684 4.9511
C -2.8845 -3.1571 5.1886
C -3.4027 -3.9116 4.1455
C -2.8827 -3.7763 2.8658
H -1.4403 -2.7814 1.6299
H -0.5127 -1.4420 3.4873
H -1.4450 -1.6756 5.7641
H -3.2916 -3.2592 6.1862
H -4.2134 -4.6045 4.3295
H -3.2914 -4.3591 2.0504
C -2.4829 1.6278 5.8520
C -3.6307 0.8941 5.5884
C -4.8777 1.4309 5.8762
C -4.9765 2.7015 6.4256
C -3.8281 3.4349 6.6888
C -2.5810 2.8978 6.4030
H -1.5103 1.2092 5.6260
H -3.5526 -0.0946 5.1556
H -5.7728 0.8579 5.6724
H -5.9490 3.1204 6.6487
H -3.9053 4.4260 7.1163
H -1.6853 3.4691 6.6097
C 4.9269 -2.7407 -0.7348
C 4.6953 -3.1388 0.5746
C 4.7331 -4.4848 0.9100
C 5.0052 -5.4358 -0.0637
C 5.2378 -5.0405 -1.3730
C 5.1972 -3.6939 -1.7078
H 4.8949 -1.6908 -0.9958
H 4.4853 -2.3969 1.3339
H 4.5493 -4.7938 1.9308
H 5.0358 -6.4853 0.1984
H 5.4514 -5.7818 -2.1320
H 5.3781 -3.3865 -2.7305
C 5.9587 5.0991 -2.9783
C 5.9943 6.4675 -2.7460
C 5.4728 6.9838 -1.5686
C 4.9173 6.1320 -0.6235
C 4.8823 4.7644 -0.8557
C 5.4020 4.2477 -2.0336
H 6.3666 4.6958 -3.8967
H 6.4311 7.1308 -3.4813
H 5.4994 8.0504 -1.3870
H 4.5126 6.5351 0.2957
H 4.4500 4.0983 -0.1209
H 5.3708 3.1809 -2.2114



A 2-piece molecular cluster, C2H8N2 overall at a distorted geometry, computed with wB97M-V/def2-TZVPD.

Results
- molecular weight (g/mol) = 60.1
- energy above the lowest of the compared OMol25 structures with the same formula, charge and spin (kcal/mol) = 39.6
- max |F| (Eh/bohr) = 0.0927
- E_tot (eV) = -5182.021
- E_HOMO (eV) = -8.42
- SMILES = C=CN.N
- orbital gap (eV) = 9.410

Element x y z (Å)
N 2.8772 -0.5421 3.7028
H 2.3318 0.1357 4.2379
H 2.6843 -0.3443 2.6939
H 2.3542 -1.4626 3.8564
C -0.1591 0.5974 -1.3432
C -1.4701 0.5394 -1.7098
N -2.1690 -0.1488 -2.6361
H 0.4660 -0.2662 -1.3579
H 0.1842 1.2979 -0.7191
H -2.0747 1.0880 -0.9650
H -2.0809 -1.1977 -2.6438
H -2.9438 0.3034 -3.1160



An isolated ion of composition C10H22N4 and charge +2 at a distorted geometry, computed with wB97M-V/def2-TZVPD.

Results
- molecular weight (g/mol) = 198.3
- energy above the lowest of the compared OMol25 structures with the same formula, charge and spin (kcal/mol) = 81.4
- max |F| (Eh/bohr) = 0.1089
- E_tot (eV) = -16666.961
- charge = +2
- E_HOMO (eV) = -16.23
- orbital gap (eV) = 9.854

Element x y z (Å)
C 2.0999 2.2592 -0.2594
C -1.7122 -1.9476 1.1027
C -0.8116 -1.1247 0.6225
C 0.2371 2.4531 1.4730
C -0.2922 0.9986 1.7208
C -0.5111 0.8522 -0.7244
C 0.9928 -2.8418 0.8239
C 0.3383 -2.1912 -1.4633
C -2.6685 0.2791 -1.7968
C 0.4743 -1.6720 -0.0240
N 1.6272 2.3642 0.9309
N -1.3160 0.8326 -1.6928
N 3.3845 2.2267 -0.5568
N -0.9707 0.3718 0.5576
H -2.6101 -1.5476 1.6216
H -1.4474 -2.8772 1.3366
H -0.3788 3.0553 0.7638
H 0.2295 2.9574 2.4291
H 0.4666 0.2664 2.0207
H -1.1517 1.0796 2.4128
H 1.4234 2.2025 -1.1939
H 0.4892 -3.7312 0.2592
H 2.0193 -3.0904 0.6874
H 0.6565 -2.8466 1.8188
H 0.1136 -1.3297 -2.1877
H 1.0277 -2.8471 -1.8930
H -0.6560 -2.8339 -1.5841
H -3.2826 1.1680 -1.5878
H -2.8248 0.1323 -2.8912
H -2.8747 -0.6166 -1.2033
H 1.1574 -0.7125 -0.0283
H 2.2897 2.5205 1.7079
H -1.2770 1.3677 -2.5843
H 3.7279 1.9358 -1.4724
H 4.1127 2.2746 0.2507
H -2.0822 0.6125 0.6035



An isolated molecule of C5H6O at a distorted geometry, computed with wB97M-V/def2-TZVPD.

Results
- molecular weight (g/mol) = 82.1
- energy above the lowest of the compared OMol25 structures with the same formula, charge and spin (kcal/mol) = 113.4
- max |F| (Eh/bohr) = 0.0412
- E_tot (eV) = -7324.368
- E_HOMO (spin up / spin down) (eV) = -6.93 / -7.55
- orbital gap (spin up / spin down) (eV) = 6.795 / 8.555

Element x y z (Å)
C 1.8306 -0.0994 -0.9004
C 0.9381 0.0313 0.2722
O 0.2636 1.1226 0.4722
C -0.9587 0.9134 1.0484
C -1.8003 -0.0718 0.5249
C -2.5728 -0.8819 0.0466
H 1.6990 0.7375 -1.5893
H 1.5700 -1.0260 -1.4298
H 2.8871 -0.1806 -0.6157
H 0.7333 -0.7868 0.9542
H -1.2923 1.7310 1.6660
H -3.2976 -1.4893 -0.4492